Below is a molecular structure, C45H52MgN4O9P2S, with properties calculated with ωB97M-V with the def2-TZVPD basis set.

```
114
Properties=species:S:1:pos:R:3:mulliken_charge:R:1
Mg -17.91 6.54 2.81 3.577
C -16.62 9.72 4.90 -0.841
C -16.96 10.33 3.53 0.483
C -16.29 9.55 2.42 -1.274
C -18.42 10.61 3.25 0.545
C -18.84 11.95 3.12 -0.958
C -20.19 12.31 2.96 -1.529
C -21.11 11.26 2.88 -0.238
C -20.71 9.91 2.95 0.189
C -21.71 8.86 2.56 2.545
C -22.11 9.04 1.08 -1.392
C -22.94 8.83 3.50 -1.715
C -19.36 9.59 3.18 -0.782
N -18.97 8.25 3.57 0.492
C -19.72 7.81 4.62 -0.665
C -20.08 6.50 4.75 -0.596
N -19.62 5.53 3.86 0.836
C -20.18 4.26 4.08 -1.843
C -21.42 3.85 3.49 1.791
C -21.90 2.55 3.67 -0.169
C -21.26 1.60 4.44 -1.552
C -20.06 1.97 5.02 -0.524
C -19.53 3.25 4.89 0.607
C -18.19 3.47 5.55 0.302
C -18.12 4.67 6.52 -1.221
C -16.99 3.40 4.60 -0.864
C -22.25 4.81 2.73 3.008
C -23.00 4.21 1.50 -2.270
C -23.20 5.51 3.72 -1.020
C -20.83 6.36 6.04 0.921
C -21.45 5.35 6.70 0.752
C -22.09 5.58 7.98 -1.328
C -22.10 6.82 8.55 -1.165
C -21.49 7.91 7.88 1.155
C -21.44 9.24 8.30 -1.021
C -20.87 10.15 7.46 -1.134
C -20.26 9.90 6.18 0.269
C -20.25 8.56 5.80 -0.251
C -20.82 7.67 6.68 -0.999
H -15.54 9.80 5.11 0.552
H -16.90 8.67 4.88 -0.427
H -17.10 10.32 5.70 0.222
H -16.50 11.31 3.51 0.732
H -15.24 9.38 2.61 0.459
H -16.42 10.06 1.45 0.339
H -16.82 8.60 2.23 0.138
H -18.11 12.72 3.22 0.366
H -20.50 13.32 3.01 0.393
H -22.19 11.55 2.67 0.105
H -21.16 7.86 2.65 -1.391
H -22.83 9.91 0.88 0.299
H -22.62 8.13 0.80 0.412
H -21.21 9.22 0.45 0.153
H -23.39 9.86 3.53 0.475
H -22.67 8.61 4.51 0.150
H -23.64 8.12 3.07 0.413
H -22.85 2.35 3.15 0.236
H -21.55 0.54 4.48 0.281
H -19.48 1.28 5.60 0.425
H -18.07 2.62 6.22 0.711
H -18.13 5.66 6.08 -0.226
H -17.12 4.63 6.98 0.597
H -18.88 4.48 7.31 0.352
H -17.17 4.14 3.82 -0.327
H -16.93 2.44 4.11 0.426
H -16.05 3.64 5.09 0.444
H -21.60 5.60 2.45 -2.083
H -23.97 3.81 1.77 0.553
H -22.47 3.37 1.13 0.571
H -23.13 4.89 0.65 0.296
H -23.78 4.77 4.27 0.339
H -23.90 6.07 3.09 0.572
H -22.67 6.19 4.38 -0.142
H -21.53 4.35 6.33 0.538
H -22.65 4.77 8.44 0.431
H -22.62 6.99 9.47 0.395
H -21.74 9.61 9.28 0.329
H -20.90 11.17 7.82 0.355
H -19.95 10.68 5.54 0.540
N -20.21 5.05 0.76 1.195
C -19.07 4.83 -0.19 0.531
C -19.66 4.10 -1.41 -1.579
P -17.86 3.86 0.81 1.012
O -18.92 2.74 1.36 -0.805
O -16.88 3.28 -0.14 -0.876
O -17.40 4.74 1.91 -1.035
P -18.45 6.57 -0.64 0.789
O -19.96 7.11 -1.13 -0.725
O -17.53 6.60 -1.76 -0.937
O -18.32 7.21 0.73 -0.403
H -20.42 4.19 1.25 0.088
H -21.05 5.43 0.33 0.442
H -19.87 5.83 1.45 -1.572
H -20.34 3.34 -1.05 0.436
H -18.85 3.54 -1.93 0.291
H -20.23 4.73 -2.07 0.421
H -18.81 2.58 2.30 0.354
H -20.20 7.96 -0.76 0.282
O -13.66 7.33 7.54 -0.767
S -14.43 6.23 7.03 1.155
O -14.82 5.21 7.97 -0.718
N -15.66 6.67 6.10 -0.415
C -15.43 6.23 4.85 0.092
O -16.20 6.39 3.85 -0.366
C -14.13 5.50 4.61 0.359
C -13.70 4.97 3.39 -0.453
C -12.44 4.36 3.41 -0.838
C -11.65 4.31 4.58 -0.478
C -12.12 4.84 5.79 -0.683
C -13.41 5.42 5.77 0.062
H -14.27 4.89 2.50 0.763
H -12.07 3.89 2.52 0.424
H -10.63 3.90 4.55 0.350
H -11.64 4.79 6.73 0.478
```

The HOMO energy is -0.91 eV. For the energy, the calculation gives -106766.461 eV. The net charge is -2.